Computed, not measured: the molecule C5H7ClOS, with ωB97M-V/def2-TZVPD.

Geometry (Å):
C1 -0.752 0.681 0.528
C2 -1.518 -0.429 -0.253
C3 -0.609 -1.371 -0.697
C4 0.740 -1.021 -0.360
C5 0.558 0.059 0.837
H1 0.171 1.702 -1.414
H2 -1.267 1.046 1.487
H3 -2.603 -0.651 -0.232
H4 -1.007 -2.222 -1.259
H5 1.375 -1.895 -0.072
H6 0.444 -0.582 1.793
H7 1.494 1.813 0.615
O1 1.637 0.942 1.075
S1 -0.456 2.265 -0.321
Cl1 1.792 -0.337 -1.729

Results
SMILES = O[C@@H]1[C@H](Cl)C=C[C@@H]1S
E_tot = -1128.29605 Ha
Kohn-Sham gap = 10.09 eV
2S+1 = 1
ΔE to the lowest compared entry with this formula, charge and spin = 84.5 kJ/mol

Results of the Mulliken charge analysis, in e, for atoms 1 through 4: atom 1 (C): -0.04, atom 2 (C): -0.53, atom 3 (C): -0.34, atom 4 (C): -0.17

---

Computed, not measured: C5H7DyO4 as an isolated structure, with ωB97M-V/def2-TZVPD.

Geometry (Å):
H1 -1.681 1.901 -1.319
Dy1 -0.118 -0.894 -2.492
O1 -2.039 -0.057 -1.917
O2 -2.388 0.809 0.192
C1 -2.113 -0.271 1.044
C2 -0.783 -0.019 1.748
O3 -0.258 0.512 -0.669
C3 -1.581 0.845 -0.995
H2 -2.949 -0.339 1.754
H3 -2.079 -1.217 0.477
H4 0.138 -0.438 1.332
H5 -0.712 1.007 2.131
H6 0.102 -0.538 3.858
O4 -0.690 -3.342 3.008
C4 -0.801 -0.838 3.304
C5 -0.795 -2.243 3.233
H7 -1.696 -0.544 3.876

Results
E_tot = -1379.97598 Ha
Kohn-Sham gap (spin up / spin down) = 6.19 / 8.85 eV
2S+1 = 6
net charge = +2
expectation value of S² = 9.50
ΔE to the lowest compared entry with this formula, charge and spin = 76.3 kJ/mol

Results of the Mulliken charge analysis, in e, for atoms 1 through 4: atom 1 (H): 0.32, atom 2 (Dy): 1.87, atom 3 (O): -0.79, atom 4 (O): -0.38

---

Computed, not measured: the molecule C5H7F, with ωB97M-V/def2-TZVPD.

Geometry (Å):
C1 0.388 -1.097 0.847
C2 1.243 -0.818 -0.320
C3 0.601 1.197 0.177
C4 -0.100 -0.061 -0.065
C5 -1.423 -0.043 -0.780
F1 0.431 2.202 -0.709
H1 -0.352 -2.003 0.919
H2 0.832 -0.754 1.791
H3 2.188 -0.346 -0.233
H4 1.361 1.496 0.915
H5 -1.744 -0.993 -0.949
H6 -1.389 0.670 -1.605
H7 -2.037 0.549 0.011

Results
E_tot = -294.39810 Ha
Kohn-Sham gap (spin up / spin down) = 8.32 / 8.33 eV
2S+1 = 1
ΔE to the lowest compared entry with this formula, charge and spin = 408.2 kJ/mol

Results of the Mulliken charge analysis, in e, for atoms 1 through 4: atom 1 (C): -0.34, atom 2 (C): -0.68, atom 3 (C): -0.44, atom 4 (C): 0.98

---

Computed, not measured: an isolated ion of composition C5H7F2N2 and charge +1, with ωB97M-V/def2-TZVPD.

Geometry (Å):
C1 -0.007 0.131 -0.759
C2 1.249 0.361 0.085
C3 -1.150 -0.309 -0.170
C4 1.343 0.543 1.585
C5 -2.416 -0.376 -0.979
N1 2.468 -1.630 -0.547
N2 2.140 -0.581 -0.339
F1 1.749 1.548 -0.477
F2 -1.190 -0.572 1.099
H1 -0.121 0.424 -1.812
H2 2.369 0.786 1.790
H3 1.059 -0.413 1.911
H4 0.657 1.204 2.079
H5 -2.253 -0.768 -1.976
H6 -2.771 0.602 -1.047
H7 -3.124 -0.951 -0.443

Results
E_tot = -503.48527 Ha
Kohn-Sham gap (spin up / spin down) = 6.35 / 8.00 eV
2S+1 = 3
net charge = +1
expectation value of S² = 2.01
ΔE to the lowest compared entry with this formula, charge and spin = 0.0 kJ/mol

Results of the Mulliken charge analysis, in e, for atoms 1 through 4: atom 1 (C): -0.84, atom 2 (C): 1.43, atom 3 (C): 0.94, atom 4 (C): -1.39

---

Computed, not measured: C5H7F2N2OS as an isolated structure, with ωB97M-V/def2-TZVPD.

Geometry (Å):
C1 0.073 -0.824 -0.862
C2 -1.222 1.096 -0.345
C3 0.719 -0.326 0.364
C4 1.643 -1.112 1.313
C5 2.232 0.663 -0.583
N1 -0.949 0.087 -1.243
N2 -2.040 2.071 -0.665
O1 0.211 -1.838 -1.501
F1 2.700 1.530 0.231
F2 1.587 1.201 -1.629
S1 -0.280 1.008 1.028
H1 2.647 -1.475 0.759
H2 1.137 -1.967 1.683
H3 2.018 -0.378 2.040
H4 2.946 -0.143 -0.781
H5 -1.577 -0.217 -1.977
H6 -2.635 2.065 -1.535
H7 -2.054 2.939 -0.143

Results
E_tot = -976.98780 Ha
Kohn-Sham gap (spin up / spin down) = 6.24 / 7.23 eV
2S+1 = 3
net charge = +1
expectation value of S² = 2.02

Results of the Mulliken charge analysis, in e, for atoms 1 through 4: atom 1 (C): -0.06, atom 2 (C): 0.69, atom 3 (C): 0.57, atom 4 (C): -1.04

---

Computed, not measured: a 2-piece molecular cluster, C5H7F3O overall, with ωB97M-V/def2-TZVPD.

Geometry (Å):
C1 -0.704 1.271 0.191
C2 2.593 0.589 0.844
C3 -1.943 -0.852 0.063
C4 -2.008 0.633 -0.329
C5 2.556 -0.655 0.012
O1 0.328 0.586 0.292
F1 2.903 1.526 -0.005
F2 2.384 -0.556 -1.324
F3 1.930 -1.708 0.518
H1 -0.830 2.421 0.319
H2 -1.028 -1.409 -0.323
H3 -2.889 -1.413 -0.164
H4 -1.941 -1.072 1.189
H5 -3.002 1.022 0.029
H6 -1.996 0.606 -1.368
H7 3.646 -0.990 0.056

Results
E_tot = -569.31452 Ha
Kohn-Sham gap (spin up / spin down) = 8.19 / 8.91 eV
2S+1 = 3
expectation value of S² = 2.00

Results of the Mulliken charge analysis, in e, for atoms 1 through 4: atom 1 (C): 0.03, atom 2 (C): -0.04, atom 3 (C): -1.03, atom 4 (C): -0.33

---

Computed, not measured: the molecule C5H7F3O2S, with ωB97M-V/def2-TZVPD.

Geometry (Å):
C1 0.672 -0.947 -0.041
C2 -0.491 -1.578 -0.664
C3 0.571 0.690 -0.257
C4 -0.892 0.980 0.143
C5 1.655 1.341 0.491
O1 -2.162 -1.045 1.383
O2 -2.859 -0.578 -0.921
F1 0.715 0.922 -1.633
F2 -1.601 1.808 -0.623
F3 -0.945 1.492 1.377
S1 -1.840 -0.689 0.033
H1 0.746 -1.140 0.973
H2 1.690 -1.219 -0.479
H3 -0.426 -1.718 -1.797
H4 -0.692 -2.512 -0.047
H5 1.615 2.440 0.434
H6 2.626 0.958 0.166
H7 1.617 0.795 1.462

Results
SMILES = C[C@@]1(F)CCS(=O)(=O)C1(F)F
E_tot = -1042.92831 Ha
Kohn-Sham gap = 11.29 eV
2S+1 = 1
ΔE to the lowest compared entry with this formula, charge and spin = 26.2 kJ/mol

Results of the Mulliken charge analysis, in e, for atoms 1 through 4: atom 1 (C): -1.14, atom 2 (C): -0.53, atom 3 (C): 0.81, atom 4 (C): 0.67

---

Computed, not measured: a 2-piece molecular cluster, C5H7F3Si overall, with ωB97M-V/def2-TZVPD.

Geometry (Å):
C1 0.460 2.363 -1.056
C2 0.299 1.444 -0.305
C3 1.654 -1.048 1.402
C4 -1.506 -0.205 1.688
C5 -0.576 -0.279 -2.466
F1 -1.164 0.837 -2.942
F2 -1.392 -1.373 -2.742
F3 0.603 -0.455 -3.143
Si1 0.173 -0.129 0.702
H1 0.780 3.041 -1.857
H2 2.146 -0.375 2.156
H3 1.302 -2.032 1.863
H4 2.417 -1.158 0.654
H5 -1.363 -1.042 2.499
H6 -1.397 0.664 2.356
H7 -2.436 -0.253 1.192

Results
E_tot = -783.62656 Ha
Kohn-Sham gap (spin up / spin down) = 6.40 / 8.37 eV
2S+1 = 1
ΔE to the lowest compared entry with this formula, charge and spin = 0.0 kJ/mol

Results of the Mulliken charge analysis, in e, for atoms 1 through 4: atom 1 (C): 0.48, atom 2 (C): -0.84, atom 3 (C): -0.89, atom 4 (C): -0.94

---

Computed, not measured: a 2-piece molecular cluster, C5H7FN2 overall, with ωB97M-V/def2-TZVPD.

Geometry (Å):
C1 1.069 -0.362 1.180
C2 1.659 0.366 0.024
C3 -0.258 -0.365 1.315
C4 0.940 1.159 -0.706
C5 -1.071 0.238 0.256
N1 -0.411 1.181 -0.485
N2 -1.520 -1.622 -1.098
F1 -2.295 0.690 0.629
H1 1.794 -0.536 1.987
H2 2.670 0.084 -0.354
H3 -0.682 -0.536 2.308
H4 1.241 1.789 -1.501
H5 -1.016 1.670 -1.090
H6 -0.999 -1.455 -1.916
H7 -1.119 -2.301 -0.549

Results
E_tot = -403.96245 Ha
Kohn-Sham gap (spin up / spin down) = 7.90 / 7.89 eV
2S+1 = 1
ΔE to the lowest compared entry with this formula, charge and spin = 379.1 kJ/mol

Results of the Mulliken charge analysis, in e, for atoms 1 through 4: atom 1 (C): 0.00, atom 2 (C): -0.48, atom 3 (C): -0.68, atom 4 (C): -0.27

---

Computed, not measured: the molecule C5H7FO, with ωB97M-V/def2-TZVPD.

Geometry (Å):
C1 0.769 -0.742 -0.325
C2 0.944 -0.289 1.032
C3 1.842 0.257 0.023
C4 -0.462 0.077 -0.616
C5 -1.708 -0.412 0.029
O1 -0.389 1.337 -1.015
F1 3.169 -0.055 -0.018
H1 0.908 -1.719 -0.802
H2 0.480 -0.194 1.884
H3 1.649 1.303 -0.260
H4 -1.808 -1.409 0.166
H5 -2.597 -0.042 -0.411
H6 -1.678 0.048 0.938
H7 -1.118 1.841 -0.625

Results
E_tot = -369.62654 Ha
Kohn-Sham gap (spin up / spin down) = 7.73 / 7.47 eV
2S+1 = 1
ΔE to the lowest compared entry with this formula, charge and spin = 452.8 kJ/mol

Results of the Mulliken charge analysis, in e, for atoms 1 through 4: atom 1 (C): -0.56, atom 2 (C): -0.76, atom 3 (C): 0.19, atom 4 (C): 0.73